Entry 1:
Density functional theory data (ωB97M-V/def2-TZVPD) for C41H26F15GeN15OS2TeV as an isolated structure.

Spin multiplicity   3
Charge   -1
Gap between HOMO and LUMO (alpha / beta)   6.9 / 6.9 eV
<S²>   2.02

Positions of all 103 atoms, in Å:
1 V 0.287621 0.469105 1.388128
2 N 3.153783 -0.440911 2.875159
3 C 2.077136 -0.251011 3.713438
4 N 2.213386 -0.518613 4.980838
5 N 0.999316 -0.332946 5.547801
6 N 0.142593 0.082228 4.582965
7 N 0.821374 0.132004 3.422007
8 C 3.227545 0.282434 1.663751
9 N 4.279020 0.158321 0.842285
10 N 3.915141 0.914582 -0.209909
11 N 2.645327 1.367931 -0.095622
12 N 2.185946 0.940949 1.112348
13 H 4.031688 -0.661645 3.341075
14 C 7.554580 0.029714 -0.308599
15 Te 7.564718 -0.391393 -2.424921
16 C 9.734371 -0.912008 -2.400220
17 H 8.384625 -0.473808 0.208842
18 H 6.505275 -0.318061 0.010733
19 H 7.720484 1.144611 -0.254481
20 H 10.007149 -0.713257 -3.447035
21 H 9.850313 -1.974933 -2.160187
22 H 10.258596 -0.307967 -1.658142
23 N 2.930809 1.538713 -3.175980
24 C 2.246715 0.807462 -4.037444
25 N 1.671637 -0.389964 -3.676886
26 C 1.105437 -0.941688 -4.783990
27 C 0.692029 -2.295557 -4.943727
28 C 0.130113 -2.697012 -6.141014
29 C 0.036429 -1.810219 -7.229797
30 C 0.619027 -0.528312 -7.194136
31 C 1.165499 -0.111580 -5.969752
32 S 2.052817 1.336717 -5.705488
33 H 2.871603 1.354652 -2.174352
34 H 3.317111 2.478599 -3.418841
35 H 0.840718 -2.950654 -4.072983
36 H -0.178394 -3.775501 -6.213027
37 H -0.440579 -2.076109 -8.138256
38 H 0.802356 0.097496 -8.091654
39 F -5.926387 -0.811529 -0.268165
40 C -5.243907 -1.479048 0.755796
41 C -3.987799 -0.999488 1.178103
42 C -3.643678 -1.293571 2.521045
43 F -2.744952 -0.583311 3.199578
44 C -4.234598 -2.395834 3.110905
45 F -3.850651 -2.831575 4.312658
46 C -5.276354 -3.113805 2.472854
47 F -5.762520 -4.248735 3.059879
48 C -5.881920 -2.573113 1.377271
49 F -7.002136 -3.082649 0.749651
50 Ge -3.052779 0.261447 -0.139033
51 S -0.940777 0.705028 -0.463915
52 C -3.816221 2.135087 0.065649
53 C -4.465771 2.598241 1.186415
54 F -4.978557 1.739579 2.068881
55 C -4.634578 3.938523 1.466127
56 F -5.345979 4.331353 2.541371
57 C -4.279946 4.844982 0.570522
58 F -4.512964 6.140737 0.753716
59 C -3.645550 4.437128 -0.619106
60 F -3.424076 5.342752 -1.541589
61 C -3.401967 3.089443 -0.860383
62 F -2.812739 2.671277 -1.999822
63 C -3.323028 -0.533036 -1.930511
64 C -2.483596 -1.576299 -2.281182
65 F -1.844000 -2.203294 -1.254075
66 C -2.347117 -2.088149 -3.623160
67 F -1.612554 -3.195236 -3.862373
68 C -2.998954 -1.334806 -4.632553
69 F -2.925055 -1.718953 -5.924796
70 C -3.843067 -0.271255 -4.287940
71 F -4.485307 0.340097 -5.248772
72 C -4.067485 0.075251 -2.940975
73 F -4.920045 1.066744 -2.666153
74 C 3.330748 -3.790384 0.526173
75 N 2.007556 -3.242211 0.742750
76 C 1.160773 -3.771261 1.790806
77 C 0.003725 -2.729434 1.813888
78 O -1.071979 -2.954935 2.296292
79 N 0.437576 -1.574522 0.926446
80 C 1.480322 -2.076706 0.256463
81 N 2.074471 -1.446054 -0.813546
82 H 3.646000 -4.206792 1.508996
83 H 4.071066 -3.023514 0.202116
84 H 3.314121 -4.620924 -0.200229
85 H 1.692934 -3.804625 2.748855
86 H 0.759355 -4.745352 1.691317
87 H 1.482339 -1.034181 -1.542404
88 H 2.766920 -2.034984 -1.292192
89 C -0.376973 2.401048 2.032677
90 C -0.707935 2.711672 3.431508
91 C -2.088172 2.635555 3.807933
92 C -2.582604 3.321437 4.896496
93 C -1.675679 3.758263 5.858490
94 C -0.197025 3.617915 5.651959
95 C 0.231780 3.201497 4.410258
96 C -1.985818 4.487421 7.031919
97 N -2.213824 5.155033 8.023876
98 H 0.561303 2.886765 1.742775
99 H -1.139809 2.611638 1.284284
100 H -2.752186 2.227724 3.063612
101 H -3.696457 3.330965 4.971447
102 H 0.527369 3.701484 6.463710
103 H 1.233767 3.361098 4.064444

Forces on atoms 1 to 2 (eV/Å):
-1.5 0.4 2.9
0.1 1.0 -1.8

Entry 2:
Density functional theory data (ωB97M-V/def2-TZVPD) for C3H4INS as an isolated structure.

Spin multiplicity   1
Gap between HOMO and LUMO (alpha / beta)   7.8 / 7.7 eV

Positions of all 10 atoms, in Å:
1 C 2.052894 -0.057210 -0.535663
2 C -1.297443 0.565009 0.307113
3 C -0.550872 -0.609273 -0.359221
4 N -0.538548 1.696048 0.456608
5 S 1.071452 -0.946633 0.498591
6 I 4.052205 -0.011489 0.126136
7 H -2.121792 0.792621 -0.460729
8 H -1.523344 0.362239 1.422720
9 H -1.086403 -1.517498 -0.158644
10 H -0.058152 -0.273815 -1.296908

Forces on atoms 1 to 2 (eV/Å):
-0.2 -0.3 0.5
-0.1 -0.1 0.0

Entry 3:
Density functional theory data (ωB97M-V/def2-TZVPD) for C34H32BiN4O6S3Sb2 as an isolated structure.

Spin multiplicity   1
Charge   -1
Gap between HOMO and LUMO   7.4 eV

Positions of all 82 atoms, in Å:
1 Bi -0.460273 -0.094841 0.373830
2 C 4.089063 -1.873908 2.744494
3 Sb 3.094922 -0.638279 1.294343
4 C 2.318565 0.747056 2.733173
5 C 4.837909 0.588074 0.816830
6 C 5.457796 0.191275 -0.484770
7 C 6.248523 -0.957505 -0.525316
8 C 6.801249 -1.425674 -1.705937
9 C 6.569305 -0.732997 -2.883475
10 C 5.797191 0.416948 -2.855389
11 C 5.231784 0.902249 -1.674681
12 C 4.392910 2.140295 -1.724585
13 Sb 2.250575 1.724536 -1.519988
14 C 2.237389 0.272226 -3.091685
15 C 1.596507 3.340006 -2.761833
16 H 4.641611 -1.258524 3.454539
17 H 4.773495 -2.562601 2.249775
18 H 3.332495 -2.449872 3.277214
19 H 3.115657 1.062384 3.406703
20 H 1.526837 0.260212 3.302552
21 H 1.913641 1.622943 2.224795
22 H 5.537807 0.451762 1.643364
23 H 4.504895 1.624503 0.828310
24 H 6.426839 -1.495605 0.400393
25 H 7.408026 -2.322412 -1.704574
26 H 6.991324 -1.079977 -3.818351
27 H 5.628487 0.968218 -3.773893
28 H 4.534736 2.651754 -2.678131
29 H 4.661453 2.842035 -0.932092
30 H 2.974351 0.547727 -3.846589
31 H 1.241743 0.274000 -3.535266
32 H 2.469684 -0.719952 -2.705650
33 H 2.103272 3.301381 -3.726403
34 H 1.798685 4.296888 -2.282155
35 H 0.522479 3.231339 -2.906779
36 O -6.482993 1.512826 -0.323703
37 C -5.368457 1.155496 -0.060424
38 C -4.690883 -0.137770 -0.528813
39 O -5.180346 -0.989582 -1.232487
40 C -3.342599 -0.062205 0.027111
41 C -3.127830 1.110793 0.737756
42 O -1.968104 1.372904 1.255363
43 C -4.343132 1.931804 0.774710
44 O -4.520331 2.998446 1.315850
45 O -2.372044 -0.928493 -0.148659
46 O -0.679697 1.051622 -1.548549
47 C -1.476971 0.697864 -2.540305
48 C -2.379172 1.633272 -3.072498
49 C -3.222517 1.301916 -4.112321
50 C -3.201219 0.022152 -4.663455
51 C -2.320626 -0.908671 -4.153886
52 C -1.448353 -0.591432 -3.109033
53 C -0.521244 -1.601147 -2.606368
54 N 0.000176 -1.700233 -1.394385
55 C 0.805010 -2.817859 -1.378332
56 C 0.777894 -3.401909 -2.600441
57 N -0.062587 -2.622791 -3.365889
58 H -2.405787 2.615852 -2.617631
59 H -3.924047 2.038246 -4.484542
60 H -3.889116 -0.249203 -5.452236
61 H -2.341728 -1.922943 -4.538225
62 H 1.318231 -3.125354 -0.484357
63 H 1.262024 -4.280189 -2.986677
64 H -0.276954 -2.745831 -4.338929
65 S -5.544337 -3.177142 3.722614
66 C -4.003375 -2.628754 3.460284
67 S -2.829623 -3.524843 2.540489
68 C -1.657169 -2.251591 2.747765
69 N -2.104763 -1.254641 3.432378
70 N -3.406622 -1.471661 3.837260
71 C -4.019023 -0.384500 4.537644
72 C -4.879293 -0.613992 5.601632
73 C -5.459550 0.468989 6.245074
74 C -5.187513 1.764940 5.832056
75 C -4.311671 1.981340 4.777543
76 C -3.715324 0.909449 4.134430
77 S -0.063768 -2.347444 2.079081
78 H -5.099392 -1.623683 5.910096
79 H -6.135696 0.292253 7.072100
80 H -5.658564 2.603923 6.328566
81 H -4.099243 2.983562 4.429758
82 H -3.012611 1.070573 3.329815

Forces on atoms 1 to 2 (eV/Å):
-0.1 0.1 0.0
0.0 0.0 0.0

Entry 4:
Density functional theory data (ωB97M-V/def2-TZVPD) for a 2-piece molecular cluster, CHF3O2S overall.

Spin multiplicity   1
Gap between HOMO and LUMO (alpha / beta)   8.4 / 8.4 eV

Positions of all 8 atoms, in Å:
1 C -0.498885 -0.793712 0.361098
2 O -0.872391 1.767883 0.502405
3 O -0.377743 0.968875 -1.745664
4 F 1.893412 -0.952734 -0.030878
5 F -0.942203 -1.778108 -0.330751
6 F -0.413599 -0.985829 1.647082
7 S -0.083116 0.893491 -0.354323
8 H 1.294525 0.880133 -0.048969

Forces on atoms 1 to 2 (eV/Å):
2.9 -2.0 0.7
1.2 -1.4 -0.3

Entry 5:
Density functional theory data (ωB97M-V/def2-TZVPD) for H2N2O4S as an isolated structure.

Spin multiplicity   1
Gap between HOMO and LUMO   9.6 eV

Positions of all 9 atoms, in Å:
1 N 2.250193 -0.310384 -0.412786
2 N 1.431155 0.667559 -0.851836
3 O 1.607098 -1.296950 0.036922
4 O -1.434008 -0.514425 1.269214
5 O -1.113523 0.648001 -1.452914
6 O -0.262116 0.176602 0.803180
7 S 0.037789 -0.236309 -0.799744
8 H -1.197648 -0.467773 2.240606
9 H -1.318940 1.333680 -0.832641

Forces on atoms 1 to 2 (eV/Å):
-0.3 1.0 -0.3
0.5 -1.9 0.2

Entry 6:
Density functional theory data (ωB97M-V/def2-TZVPD) for an isolated ion of composition C11H15N2O4 and charge +1.

Spin multiplicity   1
Charge   +1
Gap between HOMO and LUMO   8.8 eV
SMILES   CCCCCc1cc(C(=O)O)c(ON=O)c[nH+]1

Positions of all 32 atoms, in Å:
1 C -0.915666 -2.080573 0.264190
2 C -2.038168 -1.763030 -0.736609
3 C -2.391829 -0.276109 -0.845987
4 C -1.671968 0.472031 -1.985002
5 C -0.890568 1.723161 -1.554909
6 C 0.049649 1.434693 -0.441426
7 C 1.176367 0.641227 -0.585930
8 C 2.011405 0.359505 0.475753
9 C 3.243395 -0.514999 0.303088
10 O 4.115359 -0.541493 1.109545
11 O 3.227668 -1.330919 -0.779009
12 C 1.688397 0.892451 1.746639
13 O 2.426912 0.704786 2.845220
14 N 2.230980 -0.715014 3.512803
15 O 1.172469 -0.840015 3.878478
16 C 0.559652 1.666731 1.863426
17 N -0.199724 1.915638 0.781326
18 H -0.476113 -1.174692 0.682162
19 H -1.298589 -2.658465 1.099526
20 H -0.116665 -2.667095 -0.181195
21 H -2.931733 -2.296845 -0.428377
22 H -1.787617 -2.136389 -1.726387
23 H -3.460764 -0.198089 -1.025573
24 H -2.224525 0.200788 0.121329
25 H -0.978408 -0.199768 -2.486086
26 H -2.410770 0.791787 -2.711963
27 H -0.289425 2.067314 -2.395387
28 H -1.560345 2.542833 -1.302697
29 H 1.362950 0.242182 -1.569049
30 H 3.141880 -0.860301 -1.615609
31 H 0.259447 2.104562 2.799584
32 H -1.023651 2.494105 0.888126

Forces on atoms 1 to 2 (eV/Å):
0.0 -0.1 -0.1
0.0 0.1 0.2

Entry 7:
Density functional theory data (ωB97M-V/def2-TZVPD) for an isolated molecule of C3H4BrN.

Spin multiplicity   1
Gap between HOMO and LUMO   9.8 eV
SMILES   [H]/N=C(\Br)C=C

Positions of all 9 atoms, in Å:
1 H 1.619960 -2.246022 -0.130714
2 N 0.613554 -2.018876 -0.107780
3 C 0.465807 -0.645713 -0.052760
4 Br 2.107880 0.479987 0.027834
5 C -0.698667 0.051330 0.324422
6 C -0.823634 1.266294 -0.124510
7 H -1.430231 -0.434969 0.832091
8 H -1.724863 1.823779 0.042295
9 H -0.129807 1.724190 -0.810879

Forces on atoms 1 to 2 (eV/Å):
-0.5 0.2 -0.3
-0.5 6.1 0.3

Entry 8:
Density functional theory data (ωB97M-V/def2-TZVPD) for C45H50N11PmSi as an isolated structure.

Spin multiplicity   5
Charge   +2
Gap between HOMO and LUMO (alpha / beta)   7.7 / 7.7 eV
<S²>   6.01

Positions of all 108 atoms, in Å:
1 Pm 0.283110 -0.424817 0.707484
2 C -0.079396 -2.734836 3.369837
3 N -0.266631 -1.280472 3.309380
4 C -1.612264 -0.900747 3.783532
5 C -2.452515 -0.123447 2.793484
6 C -3.654734 0.433231 3.208542
7 C -4.492710 1.017580 2.272794
8 C -4.120064 1.000666 0.935577
9 C -2.903247 0.439461 0.609211
10 N -2.065290 -0.080209 1.517853
11 C 0.780466 -0.617396 4.100081
12 C 0.631408 0.880873 4.055746
13 C 0.857618 1.641142 5.194355
14 C 0.713458 3.017677 5.129985
15 C 0.314893 3.582040 3.928187
16 C 0.097594 2.744710 2.848601
17 N 0.267962 1.420497 2.886732
18 C -0.981903 -3.438457 2.387392
19 C -1.512098 -4.687371 2.675003
20 C -2.315045 -5.309139 1.730811
21 C -2.588882 -4.640408 0.547124
22 C -2.026686 -3.392656 0.348815
23 N -1.219143 -2.803437 1.235787
24 H -0.257324 -3.124706 4.379726
25 H 0.960366 -2.954728 3.117589
26 H -1.548350 -0.339305 4.718717
27 H -2.180800 -1.806362 4.014096
28 H -3.937346 0.392956 4.252834
29 H -5.430982 1.460931 2.578265
30 H -4.757892 1.405188 0.162091
31 H -2.579256 0.381013 -0.425584
32 H 1.756115 -0.890766 3.683574
33 H 0.761154 -0.952532 5.144475
34 H 1.131928 1.156959 6.122277
35 H 0.886480 3.631112 6.004000
36 H 0.157807 4.647505 3.834723
37 H -0.250355 3.156761 1.909690
38 H -1.297833 -5.164722 3.622185
39 H -2.726677 -6.290687 1.923013
40 H -3.223436 -5.083553 -0.207280
41 H -2.215104 -2.832428 -0.559586
42 C 0.334168 -1.202201 -1.651328
43 Si -0.369790 0.014178 -2.877241
44 C 0.425595 1.687200 -2.373315
45 N 0.314217 2.078567 -0.935132
46 C 1.452734 2.944447 -0.580925
47 C 1.544946 4.235837 -1.408713
48 C 0.158746 4.847710 -1.675913
49 C -0.858259 4.337356 -0.659854
50 C -0.955053 2.802747 -0.649919
51 C -2.261807 0.050888 -2.840723
52 C -2.932855 -1.155466 -2.616445
53 C -4.315778 -1.243980 -2.683760
54 C -5.067107 -0.118864 -2.993822
55 C -4.422677 1.084906 -3.245563
56 C -3.038387 1.162473 -3.175564
57 C 0.094216 -0.273171 -4.680133
58 C 1.429814 -0.181425 -5.083352
59 C 1.803966 -0.425569 -6.394827
60 C 0.843851 -0.773521 -7.334979
61 C -0.485738 -0.878909 -6.954266
62 C -0.854673 -0.629754 -5.640459
63 H 1.392654 -1.335821 -1.926722
64 H -0.119493 -2.192888 -1.798282
65 H 0.091805 2.498037 -3.030461
66 H 1.490037 1.544958 -2.587992
67 H 2.370781 2.369547 -0.714423
68 H 1.368746 3.191768 0.481027
69 H 2.049704 4.037074 -2.354122
70 H 2.169334 4.942982 -0.856818
71 H -0.173821 4.598342 -2.684737
72 H 0.211832 5.934616 -1.627404
73 H -1.845684 4.741002 -0.885682
74 H -0.584791 4.712258 0.331941
75 H -1.686950 2.487140 -1.386447
76 H -1.329890 2.491048 0.329700
77 H -2.351938 -2.049345 -2.410495
78 H -4.810666 -2.192211 -2.512335
79 H -6.144050 -0.188505 -3.073241
80 H -5.000554 1.959735 -3.516855
81 H -2.564095 2.107623 -3.419732
82 H 2.193233 0.079289 -4.355459
83 H 2.844019 -0.346764 -6.685083
84 H 1.132765 -0.958515 -8.361184
85 H -1.236743 -1.152392 -7.684266
86 H -1.898683 -0.710093 -5.359088
87 N 4.516696 3.607877 1.251145
88 C 5.282580 2.532110 1.018242
89 N 6.593936 2.690515 0.861234
90 N 4.800569 1.308502 0.932479
91 C 3.606440 0.884329 1.054623
92 N 2.549755 0.397007 1.162146
93 H 4.901934 4.536541 1.272398
94 H 3.519728 3.506500 1.322691
95 H 7.047346 3.583706 0.940882
96 H 7.158320 1.878217 0.678813
97 N 1.142531 -7.299404 -0.399078
98 C 1.671354 -6.328269 -0.088190
99 C 2.273111 -5.103877 0.345326
100 C 3.588995 -5.037405 0.795236
101 C 4.058524 -3.813150 1.236985
102 C 3.205505 -2.721900 1.229634
103 N 1.938938 -2.774558 0.797920
104 C 1.499270 -3.948242 0.348565
105 H 4.219041 -5.916330 0.790081
106 H 5.074106 -3.701773 1.588647
107 H 3.548905 -1.762479 1.590948
108 H 0.490369 -3.987353 -0.037457

Forces on atoms 1 to 2 (eV/Å):
0.0 -0.7 -0.1
0.0 -0.1 -0.1

no.,calculated total energy (eV)
1,-219264.6175
2,-23594.8740
3,-105446.1266
4,-24130.5742
5,-22030.3729
6,-22810.8081
7,-74706.5110
8,-88291.8316